(1)
The following is a DFT calculation (wB97M-V/def2-TZVPD) of a cluster of 12 separate species, C43H106Cl4O6S6 in total.

Total charge: 0
HOMO-LUMO gap, eV: 8.83

Cartesian coordinates (Å):
C 0.37 8.54 0.23
S -1.40 8.81 0.25
O -1.76 9.56 -0.96
C -1.87 7.10 0.03
H 0.59 8.26 -0.80
H 0.69 7.72 0.87
H 0.87 9.47 0.48
H -1.55 6.51 0.90
H -1.23 6.59 -0.70
H -2.92 7.08 -0.21
C 1.61 5.25 2.62
S 3.13 4.77 3.45
O 4.21 5.33 2.61
C 2.99 5.89 4.83
H 1.28 4.38 2.06
H 1.89 5.97 1.84
H 0.84 5.59 3.31
H 2.19 5.64 5.54
H 2.77 6.88 4.44
H 3.94 5.89 5.36
C 5.15 -4.26 -1.27
S 6.20 -4.61 0.14
O 5.57 -4.02 1.35
C 5.80 -6.35 0.27
H 5.45 -4.90 -2.10
H 5.39 -3.23 -1.55
H 4.09 -4.36 -1.02
H 6.37 -6.87 1.04
H 5.95 -6.85 -0.68
H 4.74 -6.39 0.53
C -5.85 5.58 0.86
S -7.07 4.81 -0.19
O -8.39 4.77 0.44
C -7.08 6.08 -1.44
H -4.87 5.31 0.47
H -5.97 5.18 1.87
H -5.95 6.66 0.98
H -6.08 6.40 -1.75
H -7.47 6.97 -0.94
H -7.73 5.80 -2.26
C 3.20 3.88 -0.69
S 2.16 5.06 -1.50
O 1.03 5.31 -0.54
C 3.27 6.45 -1.50
H 3.56 4.33 0.25
H 4.04 3.65 -1.35
H 2.66 3.00 -0.39
H 4.13 6.16 -2.11
H 3.62 6.74 -0.51
H 2.76 7.24 -2.05
C 4.44 -1.77 -4.43
S 5.68 -2.98 -4.90
O 5.08 -4.31 -5.08
C 5.99 -2.27 -6.49
H 5.00 -0.84 -4.28
H 3.95 -2.03 -3.49
H 3.72 -1.64 -5.23
H 5.14 -2.35 -7.17
H 6.78 -2.87 -6.95
H 6.31 -1.23 -6.47
C 1.14 -5.12 2.41
Cl -0.55 -5.04 2.97
Cl 1.47 -6.82 2.04
Cl 1.24 -4.13 0.96
Cl 2.20 -4.56 3.68
C 1.56 -1.55 -1.27
C 1.30 -0.40 -0.30
C 0.46 0.68 -0.92
C -0.15 1.68 0.04
C -1.15 2.67 -0.60
C -2.13 3.18 0.45
H 0.59 -2.03 -1.44
H 2.21 -2.31 -0.84
H 1.94 -1.17 -2.22
H 0.80 -0.81 0.59
H 2.24 0.02 0.10
H -0.31 0.24 -1.57
H 1.08 1.20 -1.67
H -0.63 1.16 0.88
H 0.64 2.29 0.51
H -0.64 3.49 -1.11
H -1.70 2.12 -1.38
H -2.96 3.74 0.01
H -2.50 2.38 1.09
H -1.64 3.96 1.06
C -4.62 -7.81 2.25
C -3.60 -7.84 1.11
C -3.28 -6.46 0.54
C -2.36 -6.46 -0.66
C -2.10 -5.07 -1.22
C -0.83 -5.05 -2.07
H -5.66 -7.88 1.91
H -4.50 -6.96 2.93
H -4.47 -8.69 2.89
H -2.67 -8.27 1.52
H -3.89 -8.58 0.35
H -2.85 -5.92 1.38
H -4.24 -6.00 0.26
H -1.46 -7.06 -0.49
H -2.87 -7.05 -1.44
H -2.97 -4.79 -1.82
H -1.95 -4.44 -0.34
H 0.08 -5.27 -1.52
H -0.91 -5.90 -2.76
H -0.68 -4.12 -2.61
C 2.32 -0.95 4.82
C 3.34 -1.30 3.75
C 3.94 -0.10 3.02
C 5.10 -0.61 2.15
C 5.77 0.44 1.28
C 6.75 -0.20 0.28
H 2.07 -1.84 5.41
H 1.38 -0.58 4.39
H 2.67 -0.22 5.55
H 4.08 -2.00 4.16
H 2.76 -1.85 2.99
H 4.37 0.57 3.78
H 3.15 0.38 2.43
H 5.82 -1.12 2.80
H 4.68 -1.38 1.48
H 5.00 1.02 0.78
H 6.33 1.10 1.95
H 7.69 -0.43 0.77
H 6.29 -1.09 -0.14
H 6.98 0.49 -0.53
C -3.06 -0.80 -2.43
C -2.34 -1.90 -3.18
C -2.39 -1.73 -4.69
C -1.80 -2.93 -5.43
C -2.05 -2.97 -6.92
C -1.49 -1.78 -7.70
H -2.87 -0.81 -1.36
H -4.12 -0.79 -2.68
H -2.65 0.17 -2.75
H -1.31 -2.11 -2.89
H -2.86 -2.85 -2.97
H -1.77 -0.85 -4.93
H -3.39 -1.40 -5.00
H -0.71 -2.93 -5.26
H -2.14 -3.83 -4.92
H -1.64 -3.91 -7.32
H -3.13 -3.01 -7.12
H -0.40 -1.85 -7.84
H -1.91 -1.75 -8.70
H -1.64 -0.85 -7.15
C -5.97 2.13 5.30
C -5.76 2.07 3.80
C -4.40 1.56 3.35
C -4.04 0.18 3.89
C -2.63 -0.22 3.46
C -2.15 -1.57 3.99
H -6.79 2.82 5.52
H -5.08 2.51 5.81
H -6.29 1.20 5.78
H -6.50 1.36 3.39
H -5.95 3.01 3.28
H -3.59 2.23 3.66
H -4.37 1.48 2.26
H -4.06 0.23 4.98
H -4.75 -0.59 3.59
H -2.64 -0.29 2.36
H -1.89 0.54 3.73
H -2.71 -2.40 3.54
H -1.13 -1.78 3.66
H -2.20 -1.71 5.07



(2)
The following is a DFT calculation (wB97M-V/def2-TZVPD) of a cluster of 7 separate species, C43H56B2Br2F8N7O3S in total.

Total charge: +1
HOMO-LUMO gap, eV: 5.23

Cartesian coordinates (Å):
C -0.91 0.76 -2.47
C -0.99 0.51 -1.28
C -0.90 0.12 0.15
C -2.35 0.31 0.67
C -2.99 1.72 0.45
C -4.36 1.58 -0.20
F -5.09 0.69 0.47
Br -4.26 1.19 -2.08
C -5.11 2.95 0.02
F -5.52 3.01 1.25
F -4.26 3.95 -0.20
Br -6.64 3.25 -1.16
N -0.06 1.23 0.66
C 1.08 0.86 1.14
B 2.14 1.94 1.67
O 2.76 1.73 2.85
C 2.40 3.22 0.81
C 2.96 2.83 -0.60
C 1.16 -0.62 1.09
B 2.64 -1.07 0.66
O 3.26 -1.95 1.50
O 3.30 -0.59 -0.44
C 3.93 -1.56 -1.29
C 4.88 -0.82 -2.25
C -0.17 -1.23 0.45
C -0.82 -1.87 1.72
C -2.14 -2.66 1.52
C -2.01 -4.12 2.00
S -3.25 -5.23 1.27
C -0.03 -2.12 -0.75
F 0.78 -1.59 -1.67
F -1.20 -2.23 -1.38
C 0.48 -3.59 -0.50
F 1.30 -3.92 -1.47
F -0.52 -4.42 -0.59
F 1.13 -3.75 0.63
H -0.75 1.20 -3.41
H -2.48 0.06 1.72
H -2.98 -0.40 0.14
H -2.37 2.45 -0.06
H -3.21 2.14 1.43
H -0.26 2.22 0.60
H 3.67 2.04 2.81
H 1.45 3.75 0.63
H 3.03 3.93 1.34
H 3.63 1.98 -0.48
H 3.47 3.65 -1.08
H 2.14 2.46 -1.21
H 1.16 -0.87 2.15
H 4.21 -1.79 1.52
H 3.22 -2.12 -1.90
H 4.53 -2.29 -0.75
H 5.77 -1.43 -2.34
H 5.19 0.11 -1.79
H 4.47 -0.72 -3.25
H -0.99 -1.07 2.43
H -0.12 -2.54 2.21
H -2.87 -2.23 2.20
H -2.59 -2.60 0.53
H -1.01 -4.50 1.79
H -2.08 -4.13 3.09
H -3.51 -4.56 0.13
N -3.67 1.06 4.39
C -4.35 1.95 5.17
C -3.85 1.86 6.44
C -2.83 0.87 6.43
C -2.74 0.39 5.15
H -3.83 0.91 3.41
H -5.12 2.58 4.76
H -4.18 2.44 7.29
H -2.23 0.54 7.26
H -2.10 -0.36 4.72
N -7.16 -0.09 -3.94
C -7.37 0.01 -5.29
C -8.51 -0.68 -5.59
C -9.01 -1.22 -4.37
C -8.16 -0.84 -3.38
H -6.39 0.32 -3.44
H -6.70 0.57 -5.92
H -8.94 -0.79 -6.57
H -9.90 -1.82 -4.25
H -8.17 -1.03 -2.32
N -2.95 3.99 -4.96
C -2.00 4.82 -5.49
C -1.67 4.35 -6.73
C -2.45 3.19 -6.97
C -3.23 2.99 -5.86
H -3.37 4.09 -4.06
H -1.64 5.67 -4.93
H -0.95 4.80 -7.40
H -2.44 2.58 -7.85
H -3.96 2.23 -5.64
N -5.15 1.22 11.23
C -5.74 2.09 12.11
C -5.72 3.34 11.54
C -5.10 3.21 10.27
C -4.76 1.90 10.11
H -5.02 0.24 11.39
H -6.12 1.75 13.06
H -6.11 4.24 11.99
H -4.92 4.00 9.56
H -4.28 1.38 9.29
N 6.20 -2.97 -5.43
C 7.28 -2.14 -5.59
C 8.38 -2.77 -5.07
C 7.94 -4.04 -4.58
C 6.60 -4.13 -4.82
H 5.26 -2.76 -5.72
H 7.18 -1.17 -6.05
H 9.38 -2.37 -5.04
H 8.55 -4.79 -4.11
H 5.90 -4.91 -4.62
N 12.54 -2.84 -2.27
C 12.84 -1.72 -1.55
C 11.74 -0.90 -1.57
C 10.74 -1.56 -2.33
C 11.26 -2.76 -2.75
H 13.17 -3.61 -2.42
H 13.80 -1.60 -1.08
H 11.66 0.06 -1.09
H 9.75 -1.20 -2.55
H 10.84 -3.55 -3.34



(3)
The following is a DFT calculation (wB97M-V/def2-TZVPD) of a structure of composition C22H27N7O3SSeZr.

Relative energy (zero: lowest compared OMol25 entry of this formula, charge and spin), kcal per mole: 0.0
Total charge: +2
HOMO-LUMO gap, eV: 7.11

Cartesian coordinates (Å):
Zr 0.31 0.37 0.42
N 2.57 -3.37 0.39
C 1.92 -2.29 -0.06
S 0.17 -2.22 0.16
N 2.65 -1.37 -0.65
N 1.90 -0.25 -0.96
C 2.17 0.42 -2.03
C 3.20 0.09 -3.02
C 2.85 0.05 -4.38
C 3.80 -0.28 -5.33
C 5.11 -0.54 -4.94
C 5.46 -0.49 -3.60
C 4.51 -0.20 -2.64
C 1.24 1.58 -2.26
C 1.48 2.58 -3.17
C 0.54 3.59 -3.31
C -0.62 3.56 -2.57
C -0.79 2.53 -1.66
N 0.12 1.57 -1.50
H 2.06 -4.19 0.67
H 3.55 -3.47 0.14
H 1.83 0.24 -4.69
H 3.52 -0.34 -6.37
H 5.85 -0.78 -5.68
H 6.48 -0.69 -3.30
H 4.78 -0.17 -1.59
H 2.40 2.58 -3.73
H 0.72 4.40 -4.01
H -1.39 4.32 -2.67
H -1.67 2.47 -1.03
C -4.05 -2.25 1.81
N -3.36 -1.41 0.81
C -3.79 -1.56 -0.59
C -2.39 -0.61 1.13
O -1.78 0.12 0.27
C -1.92 -0.47 2.57
O -0.51 -0.35 2.49
C 0.18 0.19 3.61
C 1.60 0.42 3.11
O 1.84 0.19 1.88
N 2.51 0.84 3.94
C 3.90 1.06 3.51
C 2.19 1.08 5.36
H -4.94 -2.65 1.33
H -4.36 -1.66 2.66
H -3.41 -3.08 2.11
H -4.85 -1.31 -0.66
H -3.64 -2.60 -0.88
H -3.21 -0.91 -1.23
H -2.18 -1.33 3.20
H -2.37 0.44 2.98
H 0.16 -0.52 4.44
H -0.26 1.14 3.92
H 4.00 0.77 2.47
H 4.55 0.46 4.13
H 4.13 2.12 3.63
H 2.03 0.14 5.89
H 1.32 1.73 5.45
H 3.04 1.59 5.80
Se 2.38 3.43 0.61
C 0.83 2.83 1.18
N -0.16 2.27 1.50



(4)
The following is a DFT calculation (wB97M-V/def2-TZVPD) of a cluster of 2 separate species, C5H10O in total.

Relative energy (zero: lowest compared OMol25 entry of this formula, charge and spin), kcal per mole: 31.1
Total charge: 0
SMILES string: C=CC=O.CC
HOMO-LUMO gap, eV: 10.09

Cartesian coordinates (Å):
C 0.99 1.17 -1.28
C 1.91 0.25 -0.97
C 2.25 -0.03 0.45
O 1.70 0.49 1.39
H 0.72 1.40 -2.30
H 0.49 1.71 -0.48
H 2.44 -0.31 -1.74
H 3.06 -0.77 0.61
C -2.11 0.15 0.29
C -1.36 -1.13 0.62
H -3.04 0.23 0.86
H -1.50 1.03 0.51
H -2.38 0.18 -0.78
H -1.05 -1.15 1.68
H -1.97 -2.02 0.44
H -0.45 -1.22 0.02



(5)
The following is a DFT calculation (wB97M-V/def2-TZVPD) of a structure of composition C7H13N2S.

Relative energy (zero: lowest compared OMol25 entry of this formula, charge and spin), kcal per mole: 33.7
Total charge: +1
HOMO-LUMO gap, eV: 9.82

Cartesian coordinates (Å):
C -0.23 -1.44 0.13
C -1.40 1.16 0.36
C -0.07 1.10 1.13
C 1.46 0.69 -0.98
C -2.23 -0.10 0.54
C 2.89 0.20 -0.71
C 0.92 0.28 0.37
N -1.51 -1.33 0.23
N 0.46 -2.53 -0.06
S 2.47 -0.26 1.01
H -1.99 2.00 0.72
H -1.19 1.32 -0.69
H 0.33 2.11 1.25
H -0.22 0.69 2.13
H 1.40 1.77 -1.12
H 0.98 0.21 -1.84
H -2.60 -0.17 1.57
H -3.10 -0.05 -0.12
H 3.22 -0.65 -1.31
H 3.64 0.98 -0.74
H -2.10 -2.16 0.18
H 1.47 -2.47 -0.03
H 0.05 -3.45 -0.12



(6)
The following is a DFT calculation (wB97M-V/def2-TZVPD) of a cluster of 4 separate species, C20H49NO7PS in total.

Total charge: +1
HOMO-LUMO gap, eV: 8.27

Cartesian coordinates (Å):
C 0.88 -0.08 0.56
C 0.63 0.34 -0.89
C 1.92 0.23 -1.70
C 1.81 0.60 -3.21
C 0.66 1.58 -3.51
P 1.76 -0.85 -4.28
N 3.29 -1.47 -4.38
S 1.31 -0.19 -6.18
C 0.47 -2.03 -3.86
C 0.59 -2.70 -2.49
C 1.87 -3.36 -2.10
O 0.58 -4.06 -2.45
H -0.04 -0.32 1.07
H 1.58 -0.91 0.64
H 1.33 0.76 1.10
H 0.30 1.37 -0.88
H -0.19 -0.24 -1.32
H 2.61 0.96 -1.27
H 2.38 -0.74 -1.55
H 2.73 1.11 -3.50
H -0.31 1.09 -3.50
H 0.80 2.05 -4.48
H 0.68 2.36 -2.75
H 3.27 -2.47 -4.56
H 3.79 -1.38 -3.49
H 0.41 -1.14 -6.47
H -0.45 -1.44 -3.87
H 0.42 -2.84 -4.59
H 0.08 -2.19 -1.69
H 2.55 -3.81 -2.80
H 1.97 -3.57 -1.04
C 1.00 6.73 -1.15
O 1.05 6.43 0.24
C 0.34 5.27 0.61
C 1.26 4.09 0.81
O 1.90 3.69 -0.40
C 3.23 4.17 -0.51
H 1.76 7.48 -1.34
H 1.21 5.84 -1.75
H 0.02 7.13 -1.42
H -0.43 5.03 -0.14
H -0.17 5.48 1.55
H 0.66 3.24 1.16
H 2.00 4.32 1.58
H 3.90 3.60 0.15
H 3.30 5.23 -0.26
H 3.55 4.03 -1.54
C -4.34 -2.05 0.60
O -3.51 -2.71 1.54
C -3.91 -4.05 1.79
C -3.03 -5.02 1.04
O -3.14 -4.86 -0.37
C -2.10 -4.04 -0.88
H -3.82 -1.15 0.28
H -4.54 -2.68 -0.28
H -5.29 -1.76 1.06
H -4.96 -4.20 1.52
H -3.81 -4.24 2.86
H -3.31 -6.05 1.28
H -1.99 -4.88 1.35
H -1.15 -4.58 -0.90
H -1.99 -3.14 -0.26
H -2.37 -3.74 -1.89
C -2.19 -0.56 3.45
O -1.57 0.71 3.61
C -1.50 1.15 4.95
C -0.13 0.93 5.55
O 0.19 -0.45 5.65
C 1.03 -0.92 4.62
H -1.98 -0.91 2.45
H -1.80 -1.28 4.17
H -3.27 -0.48 3.57
H -2.26 0.65 5.56
H -1.72 2.23 4.96
H -0.12 1.35 6.56
H 0.63 1.46 4.96
H 2.06 -0.57 4.77
H 0.68 -0.59 3.64
H 1.02 -2.00 4.66



(7)
The following is a DFT calculation (wB97M-V/def2-TZVPD) of a structure of composition C5H9O5.

Relative energy (zero: lowest compared OMol25 entry of this formula, charge and spin), kcal per mole: 69.0
Total charge: 0
Multiplicity: 2
<S²>: 0.757
HOMO-LUMO gap (spin up / spin down), eV: 9.96 / 5.53

Cartesian coordinates (Å):
H -1.23 0.68 -1.02
C -0.59 1.72 -0.64
C -0.01 0.95 0.57
C 1.13 1.50 1.47
C 0.55 -0.38 -0.23
C -0.26 -1.14 -1.31
O -1.17 -0.61 -2.01
O 0.43 -1.42 0.70
O -0.97 -1.75 0.35
O -1.07 0.63 1.45
O 0.45 2.13 -1.49
H -1.27 2.54 -0.35
H 2.01 1.81 0.89
H 0.76 2.33 2.05
H 1.36 0.70 2.20
H 1.59 -0.22 -0.52
H 0.36 -2.03 -1.59
H -1.46 -0.26 1.18
H 0.07 2.83 -2.04



(8)
The following is a DFT calculation (wB97M-V/def2-TZVPD) of a cluster of 2 separate species, HNO6S in total.

Relative energy (zero: lowest compared OMol25 entry of this formula, charge and spin), kcal per mole: 16.8
Total charge: -2
HOMO-LUMO gap, eV: 7.10

Cartesian coordinates (Å):
N 2.12 0.08 1.03
O 1.83 -1.17 1.24
O -1.08 -0.61 -0.14
O -1.08 1.19 -1.82
O -2.86 0.95 -0.17
O 1.38 0.67 0.24
O -0.64 1.76 0.46
S -1.41 0.94 -0.45
H -0.20 -0.49 0.37



Max |F| list, top to bottom, in eV/A: 1.97 3.54 0.70 0.51 3.72 3.02 4.47 2.73